Molecular formula: C57H65BrFN8O2Pb
Method: DFT, wB97M-V/def2-TZVPD

Last column: Mulliken charge in e.
Cartesian coordinates (Å):
Pb1 0.283 0.987 0.141  2.09
C1 4.675 -3.391 2.553  -1.12
C2 4.050 -2.268 3.388  -1.06
C3 3.601 -1.115 2.549  -0.07
C4 4.196 0.077 2.378  0.98
C5 5.455 0.584 3.005  -1.23
C6 6.693 0.287 2.154  -1.19
C7 3.402 0.816 1.378  -0.16
N1 2.311 0.044 1.012  -0.37
C8 2.391 -1.119 1.694  0.76
C9 1.482 -2.152 1.690  -0.66
C10 0.246 -2.234 0.975  -0.51
C11 -0.779 -3.221 1.361  0.95
C12 -0.560 -4.304 2.371  -1.35
C13 0.297 -5.449 1.821  -1.35
C14 -1.903 -2.938 0.680  0.96
C15 -1.551 -1.864 -0.326  0.55
C16 -2.086 -0.797 -2.100  -0.30
C17 -1.273 0.254 -2.772  0.25
N2 -0.341 1.010 -2.216  0.01
C18 0.050 1.939 -3.176  -1.04
C19 0.992 2.933 -2.997  -0.15
C20 1.906 3.142 -1.968  -0.53
N3 2.096 2.276 -0.913  -0.60
C21 3.151 2.722 -0.233  0.46
C22 3.752 2.024 0.880  -0.41
C23 3.674 3.919 -0.820  0.53
C24 2.889 4.178 -1.923  1.06
C25 3.027 5.300 -2.906  -1.21
C26 3.798 4.901 -4.168  -0.90
C27 4.870 4.676 -0.331  -1.12
C28 6.193 4.119 -0.865  -0.99
C29 -0.698 1.719 -4.374  0.79
C30 -1.519 0.642 -4.131  0.44
C31 -2.475 -0.012 -5.081  -1.00
C32 -2.006 -1.391 -5.549  -1.02
C33 -0.559 2.480 -5.656  -1.24
C34 0.471 1.853 -6.600  -1.10
N4 -0.214 -1.418 0.065  -0.49
C35 -3.211 -3.632 0.937  -1.36
C36 -3.288 -5.074 0.428  -1.42
H1 5.081 -4.177 3.191  0.41
H2 5.483 -3.000 1.932  0.26
H3 3.936 -3.835 1.885  0.22
H4 4.773 -1.918 4.128  0.40
H5 3.199 -2.668 3.948  0.32
H6 5.574 0.135 3.994  0.54
H7 5.373 1.662 3.163  0.25
H8 6.836 -0.790 2.046  0.24
H9 7.594 0.707 2.606  0.41
H10 6.581 0.707 1.154  0.23
H11 1.695 -2.978 2.354  0.16
H12 -1.524 -4.699 2.696  0.49
H13 -0.083 -3.887 3.264  0.49
H14 -0.146 -5.843 0.905  0.34
H15 0.379 -6.263 2.543  0.43
H16 1.304 -5.106 1.577  0.25
H17 -3.019 -0.827 -2.659  0.18
H18 1.064 3.639 -3.819  0.16
H19 4.642 2.479 1.299  0.40
H20 3.540 6.137 -2.426  0.39
H21 2.037 5.669 -3.185  0.41
H22 4.806 4.571 -3.915  0.20
H23 3.877 5.738 -4.866  0.38
H24 3.304 4.074 -4.682  0.15
H25 4.892 4.662 0.763  0.27
H26 4.780 5.728 -0.617  0.46
H27 6.310 3.071 -0.582  0.14
H28 7.049 4.677 -0.479  0.40
H29 6.216 4.167 -1.955  0.19
H30 -2.610 0.638 -5.950  0.29
H31 -3.461 -0.112 -4.615  0.42
H32 -1.038 -1.318 -6.050  0.26
H33 -2.722 -1.835 -6.243  0.40
H34 -1.904 -2.071 -4.702  0.19
H35 -0.276 3.515 -5.449  0.46
H36 -1.529 2.525 -6.157  0.49
H37 1.456 1.830 -6.131  0.26
H38 0.546 2.412 -7.535  0.39
H39 0.195 0.824 -6.836  0.22
H40 -4.028 -3.058 0.506  0.24
H41 -3.353 -3.636 2.023  0.64
H42 -3.130 -5.106 -0.648  0.30
H43 -4.273 -5.492 0.644  0.41
H44 -2.540 -5.711 0.904  0.30
Br1 -3.195 1.203 7.166  -0.25
C37 -3.417 1.179 5.275  -0.02
C38 -3.205 2.335 4.539  -0.71
C39 -3.357 2.321 3.166  -0.59
C40 -3.705 1.138 2.481  1.02
C41 -3.942 -0.013 3.260  -0.90
C42 -3.795 0.011 4.637  -0.60
N5 -3.804 1.086 1.117  1.38
C43 -4.403 -0.041 0.488  -1.60
C44 -3.815 -0.846 -0.430  0.87
C45 -4.535 -1.837 -1.182  -1.71
C46 -3.991 -2.896 -1.941  -0.21
C47 -2.686 -3.185 -2.253  -1.64
C48 -1.586 -2.257 -1.873  0.05
N6 -2.387 -0.665 -0.645  0.70
H45 -2.914 3.251 5.036  0.42
H46 -3.180 3.237 2.621  0.38
H47 -4.201 -0.937 2.763  0.37
H48 -3.967 -0.890 5.211  0.41
H49 -5.443 -0.219 0.749  0.40
H50 -5.614 -1.809 -1.077  0.23
H51 -4.731 -3.600 -2.317  0.32
H52 -2.444 -4.095 -2.787  0.47
H53 -0.611 -2.537 -2.272  0.39
C49 2.545 3.567 3.932  -0.58
O1 1.957 2.304 4.244  -0.43
C50 0.855 2.010 3.513  0.42
O2 0.388 2.747 2.676  -0.59
N7 0.371 0.803 3.904  -0.07
N8 -0.605 0.168 3.141  0.06
H54 3.489 3.592 4.470  0.22
H55 1.900 4.381 4.266  0.35
H56 2.713 3.656 2.860  0.15
H57 0.928 0.279 4.561  0.24
H58 -1.454 0.030 3.676  0.30
H59 -0.254 -0.714 2.782  -0.28
F1 -7.105 6.030 -1.281  -0.35
C51 -6.199 5.094 -0.898  0.42
C52 -5.117 4.839 -1.716  -0.82
C53 -4.203 3.876 -1.316  -0.25
C54 -4.361 3.186 -0.117  0.44
C55 -3.315 2.171 0.290  -0.12
C56 -5.470 3.464 0.673  -0.18
C57 -6.399 4.422 0.288  -0.84
H60 -5.007 5.376 -2.649  0.46
H61 -3.353 3.647 -1.951  0.54
H62 -2.491 2.668 0.809  0.79
H63 -2.887 1.736 -0.611  -1.19
H64 -5.619 2.916 1.595  0.36
H65 -7.269 4.644 0.892  0.44

Force components x, y, z for each atom (eV/Å):
Pb -0.6 0.4 0.2
C 0.0 0.0 0.0
C 0.0 0.0 0.0
C 0.0 0.0 0.0
C 0.0 0.1 0.0
C 0.0 0.0 0.0
C 0.0 0.0 0.0
C 0.0 0.0 0.0
N 0.0 -0.2 -0.1
C 0.0 0.2 0.0
C -0.1 -0.1 0.0
C 0.0 0.1 0.2
C 0.0 0.0 0.0
C 0.0 0.0 0.0
C 0.0 0.0 0.0
C -0.1 0.0 0.2
C 0.1 0.0 -0.2
C 0.0 -0.1 -0.1
C 0.0 0.1 0.1
N 0.1 -0.2 -0.2
C 0.0 0.1 0.1
C 0.0 0.0 -0.1
C 0.2 -0.1 0.1
N -0.1 0.0 -0.1
C 0.1 0.0 0.0
C 0.0 0.0 0.0
C 0.0 0.0 0.1
C -0.1 0.0 0.0
C 0.0 0.0 0.0
C 0.0 0.0 0.0
C 0.0 0.0 0.0
C 0.0 0.0 0.0
C -0.1 0.0 0.0
C 0.0 0.1 -0.1
C 0.0 0.0 0.0
C 0.0 0.0 0.0
C 0.0 0.0 0.0
C 0.0 0.0 0.0
N 0.2 -0.1 -0.1
C 0.0 -0.1 0.1
C 0.0 0.0 0.0
H 0.0 0.0 0.0
H 0.0 0.0 0.0
H 0.0 0.0 0.0
H 0.0 0.0 0.0
H 0.0 0.0 0.0
H 0.0 0.0 0.0
H 0.0 0.0 0.0
H 0.0 0.0 0.0
H 0.0 0.0 0.0
H 0.0 0.0 0.0
H 0.0 0.0 0.0
H 0.0 0.0 0.0
H 0.0 0.0 0.0
H 0.0 0.0 0.0
H 0.0 0.0 0.0
H 0.0 0.0 0.0
H 0.0 0.0 0.0
H 0.0 0.0 0.0
H 0.0 0.0 0.0
H 0.0 0.0 0.0
H 0.0 0.0 0.0
H 0.0 0.0 0.0
H 0.0 0.0 0.0
H 0.0 0.0 0.0
H 0.0 0.0 0.0
H 0.0 0.0 0.0
H 0.0 0.0 0.0
H 0.0 0.0 0.0
H 0.0 0.0 0.0
H 0.0 0.0 0.0
H 0.0 0.0 0.0
H 0.0 0.0 0.0
H 0.0 0.0 0.0
H 0.0 0.0 0.0
H 0.0 0.0 0.0
H 0.0 0.0 0.0
H 0.0 0.0 0.0
H 0.0 0.0 0.0
H 0.0 0.0 0.0
H 0.1 -0.1 0.1
H 0.0 0.0 0.0
H 0.0 0.0 0.1
H 0.0 0.0 0.0
H 0.0 0.0 0.0
Br 0.0 0.0 0.0
C 0.0 0.0 0.0
C 0.0 0.0 0.0
C 0.0 0.0 0.0
C 0.1 0.0 0.0
C 0.0 0.0 0.0
C -0.1 0.0 0.0
N 0.2 -0.1 0.0
C -0.1 0.0 0.1
C 0.0 -0.1 -0.1
C 0.0 0.3 -0.1
C 0.1 0.0 -0.2
C -0.1 0.0 0.0
C 0.0 0.0 0.1
N -0.1 0.2 0.0
H 0.0 0.0 0.0
H 0.0 0.0 0.0
H 0.0 0.0 0.0
H 0.0 0.0 0.0
H 0.0 0.0 0.0
H 0.0 0.0 0.0
H 0.0 0.0 0.0
H 0.0 0.0 0.0
H 0.0 0.0 0.0
C 0.0 0.0 0.0
O 0.0 0.0 0.0
C 0.0 0.0 0.0
O 0.0 0.0 0.0
N 0.1 -0.1 0.0
N 0.0 0.0 0.0
H 0.0 0.0 0.0
H 0.0 0.0 0.0
H 0.0 0.0 0.0
H 0.0 0.0 0.0
H 0.0 0.0 0.0
H 0.0 0.0 0.1
F 0.0 0.0 0.0
C 0.0 0.0 0.0
C 0.0 0.0 0.0
C 0.0 0.0 0.0
C 0.0 0.0 0.0
C 0.0 -0.1 0.0
C 0.0 0.0 0.0
C 0.0 0.0 0.0
H 0.0 0.0 0.0
H 0.0 0.0 0.0
H 0.0 0.0 0.0
H 0.1 -0.1 0.0
H 0.0 0.0 0.0
H 0.0 0.0 0.0

Properties
ΔE to the lowest compared entry with this formula, charge and spin = 31.03 kcal per mole
Total charge = -1
E_HOMO = -2.81 eV
Orbital gap = 0.1548 Eh
LUMO = 1.40 eV
F_max = 0.7 eV Å⁻¹
Calculated total energy = -154188.8825 eV